[1]
7 unconnected molecules or ions with the total composition C37H94N6O12 at a distorted geometry, computed with ωB97M-V/def2-TZVPD.

Last column: Löwdin charge in e.
Cartesian coordinates (Å):
C  3.33264  -1.81468  -1.87962  -0.134
O  2.35020  -1.13589  -1.17618  -0.176
C  1.50493  -1.97303  -0.34311  -0.126
C  0.03128  -1.35018  -0.38112  -0.403
C  -0.22981  -0.16510  0.45243  -0.058
N  -0.84471  -2.37042  0.17035  0.051
H  2.89283  -2.55197  -2.55124  0.072
H  3.99275  -2.28490  -1.15075  0.086
H  3.90387  -1.24780  -2.61477  0.087
H  1.36282  -3.00646  -0.65922  0.092
H  1.87678  -2.06240  0.67760  0.105
H  -0.23523  -1.21780  -1.42972  0.112
H  -1.26044  0.18463  0.39253  0.063
H  0.47454  0.66189  0.36246  0.082
H  -0.03216  -0.37688  1.50323  0.060
H  -1.01387  -3.21286  -0.36049  0.057
H  -1.74513  -1.96058  0.37376  0.050
C  3.58382  7.05232  6.98713  -0.085
O  2.42405  6.34235  6.46808  -0.180
C  2.33358  4.97966  6.74940  -0.234
C  3.29214  3.93270  6.12309  -0.187
N  2.70877  3.06041  5.12672  -0.084
C  2.19349  1.78781  5.50340  -0.222
C  1.77423  0.82394  4.40354  -0.247
O  2.27168  -0.48637  4.48292  -0.161
C  1.85736  -1.19961  3.34134  -0.118
H  3.55450  7.22700  8.06264  0.077
H  3.48911  8.07742  6.62891  0.082
H  4.57815  6.64961  6.79416  0.083
H  1.34811  4.54289  6.58757  0.117
H  2.47481  4.83616  7.82064  0.106
H  3.86629  3.42776  6.89993  0.116
H  4.06087  4.38665  5.49771  0.108
H  2.00683  3.48801  4.53975  0.065
H  1.29376  1.82696  6.11745  0.111
H  3.01373  1.26874  5.99926  0.124
H  2.17306  1.27960  3.49723  0.108
H  0.69829  0.82988  4.22908  0.113
H  0.79874  -1.30165  3.10258  0.080
H  2.38115  -2.14288  3.49620  0.088
H  2.34412  -0.72436  2.48970  0.079
C  -1.62722  -3.17787  -3.50072  -0.056
O  -2.98382  -2.59484  -3.61069  -0.213
C  -2.96473  -1.15315  -3.48142  -0.183
C  -4.33670  -0.47305  -3.19724  -0.174
N  -5.12902  -1.23390  -2.25933  -0.089
C  -4.64792  -1.69949  -0.97169  -0.171
C  -4.40106  -0.46325  -0.06716  -0.235
O  -3.82235  -0.85712  1.13342  -0.170
C  -3.51880  0.25038  1.95877  -0.115
H  -0.93453  -2.66142  -4.16522  0.069
H  -1.68056  -4.21297  -3.83813  0.091
H  -1.27957  -2.98219  -2.48635  0.051
H  -2.45917  -0.74583  -4.35697  0.099
H  -2.19944  -1.00873  -2.71880  0.091
H  -5.07927  -0.37562  -3.98920  0.119
H  -4.14304  0.54301  -2.85340  0.092
H  -5.43641  -1.95585  -2.89526  0.103
H  -3.77804  -2.34358  -1.10038  0.104
H  -5.52914  -2.12527  -0.49184  0.121
H  -5.39587  -0.05050  0.10042  0.131
H  -3.79806  0.24636  -0.63368  0.083
H  -4.35631  0.60228  2.56112  0.083
H  -3.13226  1.13908  1.45987  0.067
H  -2.97538  -0.00189  2.86935  0.092
C  -3.34961  4.52386  5.10704  -0.112
O  -2.42505  3.98212  4.21246  -0.206
C  -1.40957  4.91296  3.78101  -0.195
C  -0.47636  3.99767  2.95601  -0.157
N  1.00328  4.40674  2.89638  -0.035
C  1.50257  3.85946  1.61482  -0.208
C  1.44226  4.83581  0.44378  -0.189
O  0.05155  5.21562  0.29239  -0.216
C  -0.10683  6.10027  -0.78409  -0.117
H  -4.22477  3.87456  5.13197  0.091
H  -3.73989  5.39646  4.58325  0.079
H  -2.80419  4.76592  6.01919  0.095
H  -0.83072  5.53476  4.46395  0.118
H  -1.76977  5.71874  3.14141  0.104
H  -0.99704  3.73365  2.03553  0.089
H  -0.42275  3.06431  3.51643  0.103
H  1.18570  5.39140  2.76500  0.103
H  0.96890  2.92365  1.44885  0.101
H  2.53586  3.52879  1.72003  0.113
H  1.77886  4.25638  -0.41591  0.115
H  2.18124  5.63345  0.36768  0.122
H  0.01982  5.63738  -1.76276  0.085
H  0.45096  7.01417  -0.57978  0.094
H  -1.15100  6.41302  -0.78423  0.077
C  -0.13815  0.80105  -5.34758  -0.096
O  -0.82483  1.20589  -4.18255  -0.224
C  -0.69389  2.54739  -3.76132  -0.206
C  -1.36409  2.67620  -2.38131  -0.165
N  -2.79410  2.99444  -2.46370  -0.037
C  -3.40883  2.88605  -1.19935  -0.237
C  -3.05387  3.90078  -0.11453  -0.261
O  -3.69951  5.09190  -0.39771  -0.184
C  -3.87574  5.99407  0.72553  -0.057
H  -0.87073  0.42899  -6.06382  0.084
H  0.56648  0.02140  -5.05819  0.084
H  0.42152  1.62436  -5.79146  0.084
H  -1.05117  3.24941  -4.51472  0.124
H  0.37148  2.69119  -3.58132  0.117
H  -0.85359  3.51392  -1.90621  0.092
H  -1.19178  1.70226  -1.92322  0.120
H  -2.98172  3.85831  -2.95221  0.120
H  -3.07568  1.98405  -0.68604  0.077
H  -4.49595  2.93269  -1.26344  0.132
H  -1.97471  3.90940  0.03857  0.094
H  -3.41420  3.51319  0.83838  0.110
H  -2.97852  6.60002  0.85171  0.078
H  -4.07420  5.42477  1.63362  0.075
H  -4.81711  6.46557  0.44338  0.092
C  1.49974  -8.51435  -4.25165  -0.104
O  0.75095  -7.61135  -3.38835  -0.203
C  1.47819  -7.13637  -2.20023  -0.192
C  0.60642  -6.32663  -1.20890  -0.212
N  1.45421  -6.07908  -0.05943  -0.076
C  0.88646  -5.43525  1.13384  -0.178
C  1.70305  -5.60990  2.42511  -0.206
O  2.78008  -4.70711  2.57225  -0.186
C  3.94889  -4.96686  1.85690  -0.121
H  1.54062  -9.49605  -3.77975  0.078
H  2.51615  -8.23418  -4.52825  0.075
H  0.97874  -8.72492  -5.18563  0.080
H  2.40791  -6.59231  -2.36674  0.110
H  1.83670  -8.01676  -1.66686  0.114
H  -0.20731  -6.99176  -0.91987  0.122
H  0.20543  -5.40398  -1.62845  0.103
H  2.11109  -5.45574  -0.50670  0.080
H  -0.07336  -5.93829  1.25123  0.122
H  0.74794  -4.37107  0.94296  0.082
H  1.87319  -6.68081  2.53604  0.120
H  1.09478  -5.37310  3.29805  0.122
H  3.87880  -4.63881  0.81980  0.068
H  4.12236  -6.04046  1.78353  0.086
H  4.86564  -4.57884  2.30089  0.088
C  1.40347  -4.32191  -5.47286  -0.050
C  2.57317  -4.19129  -6.44536  -0.526
C  2.96387  -5.40173  -7.24987  -0.043
O  2.15072  -3.17421  -7.29003  -0.054
H  0.39961  -4.34399  -5.89698  0.083
H  1.39072  -3.40307  -4.88662  0.064
H  1.59797  -5.18107  -4.83090  0.068
H  3.38413  -3.70731  -5.90111  0.138
H  2.09277  -5.73163  -7.81595  0.087
H  3.22064  -6.24856  -6.61344  0.071
H  3.84247  -5.20241  -7.86341  0.086
H  1.56036  -3.65285  -7.87654  0.083

Calculated values
* SMILES: COC[C@H](C)N.COCCNCCOC.COCCNCCOC.COCCNCCOC.COCCNCCOC.COCCNCCOC.CC(C)O
* HOMO: -7.916 eV

---

[2]
7 unconnected molecules or ions with the total composition C37H94N8O13 at a distorted geometry, computed with ωB97M-V/def2-TZVPD.

Last column: Löwdin charge in e.
Cartesian coordinates (Å):
C  -14.38566  -9.35617  -1.84808  -0.152
O  -14.19860  -10.25175  -2.83325  -0.181
C  -12.92123  -10.90457  -2.89401  -0.163
C  -11.71253  -10.13994  -3.54562  -0.166
N  -10.57352  -11.09382  -3.55510  -0.060
C  -9.37259  -10.60473  -4.14620  -0.216
C  -8.29211  -11.66985  -3.91379  -0.151
O  -8.41786  -12.89313  -4.71228  -0.219
C  -7.23477  -13.61777  -4.82729  -0.129
H  -15.19074  -8.77855  -2.30230  0.077
H  -13.50695  -8.71966  -1.74409  0.068
H  -14.76227  -9.68474  -0.87942  0.100
H  -13.03081  -11.83076  -3.45816  0.113
H  -12.61081  -11.21442  -1.89614  0.124
H  -11.51772  -9.17091  -3.08613  0.100
H  -12.02780  -9.86321  -4.55166  0.101
H  -10.83676  -12.00244  -3.90895  0.069
H  -9.04689  -9.68098  -3.66798  0.098
H  -9.49381  -10.33303  -5.19481  0.121
H  -8.28105  -11.91314  -2.85135  0.129
H  -7.34687  -11.14451  -4.05029  0.109
H  -6.62824  -13.09405  -5.56616  0.085
H  -7.27561  -14.67558  -5.08707  0.093
H  -6.57490  -13.68058  -3.96200  0.087
C  -17.33249  -11.39726  -5.46959  -0.106
O  -18.35947  -11.39388  -4.50477  -0.181
C  -18.13133  -10.60275  -3.37035  -0.191
C  -18.18401  -9.03221  -3.76030  -0.159
N  -19.32234  -8.63781  -4.69048  -0.050
C  -19.40313  -7.21398  -4.96259  -0.208
C  -19.15463  -6.22122  -3.77046  -0.187
O  -17.77093  -5.91085  -3.86550  -0.206
C  -16.91678  -6.03532  -2.74505  -0.097
H  -17.38167  -10.52245  -6.11796  0.076
H  -17.27979  -12.25577  -6.13914  0.089
H  -16.37541  -11.38929  -4.94802  0.083
H  -17.24512  -10.85713  -2.78894  0.103
H  -18.81970  -10.81916  -2.55339  0.112
H  -17.25579  -8.79470  -4.28001  0.098
H  -18.15745  -8.41329  -2.86346  0.085
H  -19.04389  -9.16016  -5.50884  0.081
H  -20.46040  -7.10485  -5.20417  0.098
H  -18.91126  -6.92209  -5.89047  0.114
H  -19.45228  -6.66630  -2.82103  0.118
H  -19.79555  -5.35492  -3.93429  0.111
H  -16.05277  -5.41697  -2.98844  0.086
H  -16.56498  -7.06606  -2.70138  0.053
H  -17.42991  -5.70058  -1.84353  0.087
C  -3.66463  -5.72332  -8.05862  -0.125
O  -2.76703  -6.52018  -8.77961  -0.201
C  -1.52402  -6.67835  -8.02664  -0.216
C  -0.82109  -7.96563  -8.40609  -0.207
N  -1.66610  -9.15985  -8.20470  -0.061
C  -1.65824  -9.63092  -6.77998  -0.188
C  -2.70905  -10.70743  -6.58689  -0.148
O  -2.03388  -11.72898  -5.70848  -0.195
C  -2.60590  -13.02485  -5.79502  -0.141
H  -3.52321  -4.75679  -8.54227  0.089
H  -3.54111  -5.71242  -6.97570  0.085
H  -4.64104  -6.10983  -8.35075  0.077
H  -1.74627  -6.69138  -6.95962  0.101
H  -0.87603  -5.87005  -8.36552  0.123
H  0.09088  -7.97933  -7.80924  0.122
H  -0.63472  -7.73446  -9.45486  0.114
H  -2.60342  -8.82311  -8.37240  0.085
H  -1.89781  -8.73127  -6.21313  0.102
H  -0.65428  -10.02025  -6.61090  0.124
H  -3.12764  -11.05870  -7.53002  0.121
H  -3.50065  -10.29493  -5.96134  0.107
H  -3.67929  -13.20869  -5.84137  0.072
H  -2.11150  -13.66520  -5.06453  0.083
H  -2.26072  -13.55353  -6.68353  0.076
C  -17.34289  -5.41768  1.11279  -0.109
O  -16.27918  -5.89613  0.30028  -0.233
C  -15.06161  -5.13374  0.15181  -0.186
C  -14.04219  -5.86803  -0.70669  -0.220
N  -12.91920  -4.97433  -1.03974  -0.032
C  -12.09689  -5.57963  -2.18025  -0.153
C  -10.98048  -6.42083  -1.51318  -0.164
O  -10.24819  -5.64075  -0.47647  -0.228
C  -8.89741  -5.97890  -0.26254  -0.105
H  -18.19003  -6.08955  0.97478  0.084
H  -17.65600  -4.39121  0.92196  0.085
H  -17.07686  -5.53377  2.16343  0.080
H  -14.58309  -5.15310  1.13097  0.116
H  -15.28303  -4.09847  -0.10759  0.125
H  -14.49675  -6.14172  -1.65883  0.077
H  -13.74484  -6.85118  -0.34184  0.111
H  -12.16407  -5.04212  -0.37245  0.072
H  -11.65310  -4.69125  -2.62961  0.091
H  -12.67807  -6.19966  -2.86282  0.101
H  -10.25797  -6.59347  -2.31084  0.084
H  -11.33218  -7.34734  -1.05933  0.113
H  -8.64989  -5.54236  0.70506  0.091
H  -8.47115  -5.46107  -1.12176  0.077
H  -8.59982  -7.02749  -0.26409  0.084
C  -7.41138  -4.44592  -9.45634  -0.105
O  -8.67193  -4.72899  -8.85596  -0.185
C  -8.83861  -6.06238  -8.41525  -0.225
C  -10.09281  -6.66413  -7.90814  -0.194
N  -10.56532  -6.15716  -6.63243  -0.064
C  -11.45812  -6.93723  -5.94529  -0.230
C  -12.75909  -7.00617  -6.75924  -0.237
O  -13.33952  -5.84085  -7.28327  -0.160
C  -13.80804  -4.97201  -6.29556  -0.099
H  -6.45205  -4.37701  -8.94348  0.077
H  -7.47924  -3.42371  -9.82862  0.081
H  -7.46386  -4.89768  -10.44693  0.093
H  -8.06410  -6.13649  -7.65187  0.114
H  -8.45966  -6.72360  -9.19453  0.121
H  -9.92061  -7.73246  -7.77731  0.127
H  -10.79249  -6.82339  -8.72862  0.123
H  -10.90905  -5.22374  -6.80760  0.110
H  -11.83936  -6.43974  -5.05352  0.100
H  -10.94068  -7.86005  -5.68304  0.112
H  -13.54136  -7.61786  -6.30982  0.117
H  -12.58484  -7.70038  -7.58131  0.113
H  -14.32705  -4.13267  -6.75841  0.098
H  -13.01244  -4.49555  -5.72275  0.074
H  -14.41010  -5.57649  -5.61716  0.089
C  -5.92888  -8.36782  -3.31885  -0.069
O  -6.84871  -8.22596  -4.44754  -0.197
C  -7.92290  -7.31409  -4.27208  -0.257
C  -7.56923  -5.89163  -4.23217  -0.238
N  -8.73423  -5.02214  -4.22659  -0.036
C  -8.35368  -3.60994  -4.15584  -0.156
C  -9.74979  -2.82159  -4.21652  -0.168
O  -10.38184  -3.11092  -5.47854  -0.220
C  -9.97706  -2.22052  -6.48277  -0.125
H  -6.37775  -8.98644  -2.54172  0.078
H  -5.58075  -7.42388  -2.89945  0.079
H  -5.05048  -8.94587  -3.60585  0.077
H  -8.50417  -7.64398  -3.41103  0.099
H  -8.54757  -7.52258  -5.14065  0.115
H  -6.91375  -5.75429  -5.09216  0.117
H  -6.88971  -5.64209  -3.41726  0.112
H  -9.41028  -5.20507  -4.95432  0.073
H  -7.76159  -3.29621  -5.01556  0.107
H  -8.00860  -3.30558  -3.16772  0.113
H  -9.62313  -1.75416  -4.03587  0.113
H  -10.53739  -3.12010  -3.52465  0.100
H  -10.41507  -1.23243  -6.34162  0.085
H  -10.39605  -2.55393  -7.43218  0.086
H  -8.90610  -2.10138  -6.64693  0.085
N  -11.83290  -13.24557  -5.92359  0.170
C  -11.87251  -14.25608  -5.10889  -0.818
N  -10.72171  -14.55639  -4.61495  0.187
O  -12.89912  -14.90148  -4.93856  0.020
H  -12.72580  -13.00797  -6.33148  0.124
H  -11.16781  -12.53580  -5.65157  0.084
H  -9.91793  -13.98238  -4.82604  0.070
H  -10.71042  -15.43715  -4.12076  0.131

Calculated values
* SMILES: COCCNCCOC.COCCNCCOC.COCCNCCOC.COCCNCCOC.COCCNCCOC.COCCNCCOC.NC(N)=O
* HOMO: -8.356 eV

---

Orbital gap (computed, eV): 8.51; 8.61
Energy (computed, a.u.): -2697.08327; -2881.81567
Energy above the lowest of the compared OMol25 structures with the same formula, charge and spin (computed, kcal/mol): 71.43; 150.32